Record 1
DFT (the ωB97M-V functional and the def2-TZVPD basis) results for a cluster of 4 separate species, C7H18O3 in total.

Each atom is followed by the atoms it is bonded to, with distances in Å.
Element x y z (Å)
1 O -0.918 3.424 -1.050  H12 0.945, H26 0.996
2 O 2.299 1.309 -0.844  H15 0.902, H27 0.919
3 O 0.130 1.591 -2.815  H11 1.021, H18 0.886
4 C 0.815 -0.753 1.029  C5 1.505, C7 1.510, H13 1.183, H16 1.046
5 C -0.409 -1.150 0.248  C4 1.505, C9 1.325, C10 1.525
6 C 0.638 -3.286 -0.681  C10 1.309, H17 0.977, H28 1.106
7 C 0.535 -0.826 2.511  C4 1.510, H14 1.185, H22 1.092, H23 1.049
8 C -1.840 0.612 1.030  C9 1.455, H19 1.102, H20 1.158, H21 1.144
9 C -1.639 -0.732 0.508  C5 1.325, C8 1.455, H25 1.169
10 C 0.020 -2.141 -0.830  C5 1.525, C6 1.309, H24 1.181
11 H -0.620 2.275 -2.703  O3 1.021
12 H -1.536 3.423 -0.335  O1 0.945
13 H 1.108 0.296 0.567  C4 1.183
14 H -0.368 -0.260 3.027  C7 1.185
15 H 1.993 1.637 -1.626  O2 0.902
16 H 1.519 -1.512 0.879  C4 1.046
17 H 1.114 -3.648 -1.453  C6 0.977
18 H 0.115 1.559 -3.701  O3 0.886
19 H -0.970 1.208 1.349  C8 1.102
20 H -2.276 0.532 2.099  C8 1.158
21 H -2.600 1.243 0.454  C8 1.144
22 H 0.411 -1.809 2.971  C7 1.092
23 H 1.282 -0.275 3.001  C7 1.049
24 H -0.011 -1.754 -1.945  C10 1.181
25 H -2.503 -1.286 -0.051  C9 1.169
26 H -0.224 2.716 -0.953  O1 0.996
27 H 3.147 1.051 -1.089  O2 0.919
28 H 0.789 -3.445 0.402  C6 1.106

Properties
Energy relative to the best compared isomer or geometry (same formula, charge and spin): 270.4 kJ/mol
Total charge: +1
LUMO level (spin up / spin down): -4.088 / -7.747 eV
Total energy: -13681.356 eV
Maximum force: 6.81 eV Å⁻¹
Multiplicity: 2
HOMO-LUMO gap (spin up / spin down): 10.29 / 6.70 eV

Record 2
DFT (the ωB97M-V functional and the def2-TZVPD basis) results for a cluster of 4 separate species, C7H18O4 in total.

Each atom is followed by the atoms it is bonded to, with distances in Å.
Element x y z (Å)
1 O -1.560 -1.435 -0.586  C10 1.438, H24 0.953
2 O 1.086 1.624 1.492  H20 1.020, H26 0.912
3 O -1.928 0.673 2.672  H14 0.881, H22 1.009
4 O -0.274 -1.313 2.204  H19 1.005, H23 0.889
5 C 2.906 0.003 -0.380  C8 1.474, C9 1.361, H17 1.122
6 C -1.641 0.733 -1.404  C7 1.519, C10 1.517, H16 1.106, H28 1.106
7 C -0.355 0.705 -2.211  C6 1.519, C11 1.553, H25 1.065, H29 1.156
8 C 1.854 0.877 -0.930  C5 1.474, C11 1.425, H27 1.178
9 C 2.815 -1.215 0.221  C5 1.361, H13 1.102, H18 1.148
10 C -2.412 -0.573 -1.359  O1 1.438, C6 1.517, H15 1.093, H21 1.076
11 C 0.778 0.054 -1.371  C7 1.553, C8 1.425, H12 1.076
12 H 0.688 -1.017 -1.432  C11 1.076
13 H 1.871 -1.747 0.418  C9 1.102
14 H -2.497 0.302 2.111  O3 0.881
15 H -3.407 -0.530 -0.909  C10 1.093
16 H -2.285 1.549 -1.781  C6 1.106
17 H 3.942 0.278 -0.713  C5 1.122
18 H 3.726 -1.837 0.540  C9 1.148
19 H 0.708 -1.182 2.371  O4 1.005
20 H 0.115 1.331 1.383  O2 1.020
21 H -2.594 -1.003 -2.328  C10 1.076
22 H -1.563 -0.084 3.230  O3 1.009
23 H -0.389 -1.108 1.347  O4 0.889
24 H -2.135 -2.134 -0.286  O1 0.953
25 H 0.084 1.579 -2.631  C7 1.065
26 H 1.109 2.450 1.880  O2 0.912
27 H 2.247 1.949 -1.217  C8 1.178
28 H -1.396 1.019 -0.364  C6 1.106
29 H -0.482 0.286 -3.281  C7 1.156

Properties
SMILES string: C=C/C=C/CCCO.O.O.O
Energy relative to the best compared isomer or geometry (same formula, charge and spin): 315.2 kJ/mol
LUMO level: 0.534 eV
Total energy: -15737.111 eV
Maximum force: 6.30 eV Å⁻¹
HOMO-LUMO gap: 8.63 eV

Record 3
DFT (the ωB97M-V functional and the def2-TZVPD basis) results for a cluster of 5 separate species, C7H18O4 in total.

Each atom is followed by the atoms it is bonded to, with distances in Å.
Element x y z (Å)
1 O -1.155 0.438 -2.957  H20 0.997, H29 0.970
2 O 0.877 -0.905 -2.838  H13 0.892, H22 0.947
3 O 1.547 1.714 2.304  H19 0.893, H23 0.973
4 O -3.222 1.320 0.828  H14 0.981, H24 0.935
5 C -0.257 1.350 -0.209  C11 1.375, H26 1.066, H27 1.138
6 C 1.282 -0.475 0.623  C7 1.341, C9 1.468, C11 1.444
7 C 2.415 -0.227 -0.051  C6 1.341, H16 1.092, H25 1.127
8 C -0.964 -1.067 -0.001  C10 1.316, C11 1.510, H17 1.221
9 C 1.332 -1.216 1.889  C6 1.468, H12 1.069, H15 1.138, H18 1.208
10 C -1.597 -1.602 1.022  C8 1.316, H21 1.073, H28 1.063
11 C 0.008 0.069 0.215  C5 1.375, C6 1.444, C8 1.510
12 H 0.634 -2.011 2.045  C9 1.069
13 H 0.709 -1.664 -3.276  O2 0.892
14 H -2.477 1.729 1.319  O4 0.981
15 H 1.268 -0.536 2.800  C9 1.138
16 H 3.428 -0.558 0.184  C7 1.092
17 H -1.300 -1.214 -1.166  C8 1.221
18 H 2.391 -1.684 2.236  C9 1.208
19 H 1.241 2.307 1.711  O3 0.893
20 H -0.298 0.757 -3.356  O1 0.997
21 H -1.535 -1.096 1.966  C10 1.073
22 H 0.972 -1.218 -1.948  O2 0.947
23 H 2.291 1.212 1.927  O3 0.973
24 H -2.899 0.543 0.419  O4 0.935
25 H 2.360 0.587 -0.830  C7 1.127
26 H -1.174 1.406 -0.749  C5 1.066
27 H 0.445 2.230 -0.374  C5 1.138
28 H -2.299 -2.362 1.263  C10 1.063
29 H -1.444 0.054 -3.798  O1 0.970

Properties
SMILES string: C=CC(=C)C(=C)C.O.O.O.O
Energy relative to the best compared isomer or geometry (same formula, charge and spin): 382.0 kJ/mol
LUMO level: 0.269 eV
Total energy: -15736.419 eV
Maximum force: 5.01 eV Å⁻¹
HOMO-LUMO gap: 9.51 eV